## one
ORCA calculation (wB97M-V/def2-TZVPD) on a 2-piece molecular cluster, C3H8O2S2 overall.

## Properties
* gap between HOMO and LUMO: 8.873 eV
* molar mass: 140.23 g/mol
* HOMO level: -8.40 eV
* 2S+1: 1
* SMILES: O=CCCSS.O
* LUMO energy: 0.018 hartree

CARTESIAN COORDINATES (ANGSTROEM)
C 0.5518 -0.5500 0.2737
C -0.5754 -0.2963 1.2200
O -0.8249 0.7283 1.7853
C 0.6448 0.5587 -0.7597
S 1.5264 0.1086 -2.3392
S 3.1011 -0.7849 -1.4574
H 1.4289 -0.6244 0.9268
H 0.5362 -1.5235 -0.2153
H -1.0045 -1.2869 1.4992
H -0.3644 0.8054 -1.0960
H 1.1007 1.5104 -0.5016
H 4.0898 -0.4353 -2.2998
H -2.8974 0.4605 1.5866
H -3.8818 1.0739 0.5598
O -3.4314 0.2556 0.8176


## two
ORCA calculation (wB97M-V/def2-TZVPD) on a 2-piece molecular cluster, C3H8O2S2 overall.

## Properties
* gap between HOMO and LUMO: 8.373 eV
* molar mass: 140.23 g/mol
* HOMO level: -8.44 eV
* 2S+1: 1
* SMILES: O=CCCSS.O
* LUMO energy: -0.002 hartree

CARTESIAN COORDINATES (ANGSTROEM)
C -1.3544 0.1401 0.7343
C -1.6203 -0.3807 2.1099
O -1.9708 0.4019 2.9956
C -0.6749 1.5375 0.5755
S 1.0039 1.2476 0.5006
S 1.5263 0.6196 -1.5178
H -2.1212 0.1406 0.0958
H -0.6461 -0.6698 0.4175
H -1.8635 -1.4282 1.9994
H -1.0632 2.2281 1.3153
H -0.9631 1.9908 -0.4218
H 0.4943 1.0093 -2.2923
H 0.5485 -4.2372 -3.9329
H -0.4354 -3.9191 -2.5866
O 0.4037 -4.4983 -2.8502


Most stable: one (next structure +0.0699 hartree)